Record 1
{
  "formula": "C29H36BrCl66O2P",
  "method": "the ωB97M-V functional and the def2-TZVPD basis",
  "symbols": ["C", "C", "O", "O", "C", "C", "C", "C", "C", "P", "Br", "H", "H", "H", "H", "H", "H", "H", "H", "H", "H", "H", "H", "H", "H", "C", "Cl", "Cl", "Cl", "H", "C", "Cl", "Cl", "Cl", "H", "C", "Cl", "Cl", "Cl", "H", "C", "Cl", "Cl", "Cl", "H", "C", "Cl", "Cl", "Cl", "H", "C", "Cl", "Cl", "Cl", "H", "C", "Cl", "Cl", "Cl", "H", "C", "Cl", "Cl", "Cl", "H", "C", "Cl", "Cl", "Cl", "H", "C", "Cl", "Cl", "Cl", "H", "C", "Cl", "Cl", "Cl", "H", "C", "Cl", "Cl", "Cl", "H", "C", "Cl", "Cl", "Cl", "H", "C", "Cl", "Cl", "Cl", "H", "C", "Cl", "Cl", "Cl", "H", "C", "Cl", "Cl", "Cl", "H", "C", "Cl", "Cl", "Cl", "H", "C", "Cl", "Cl", "Cl", "H", "C", "Cl", "Cl", "Cl", "H", "C", "Cl", "Cl", "Cl", "H", "C", "Cl", "Cl", "Cl", "H", "C", "Cl", "Cl", "Cl", "H"],
  "positions_angstrom": [[1.38169, 3.15876, -2.80308], [-0.20507, 3.42064, -2.90143], [-0.91638, 2.77987, -2.09676], [-0.69317, 4.30155, -3.89781], [-1.26483, 5.50949, -3.33022], [-2.76340, 5.35593, -2.78842], [-3.52801, 4.03959, -3.27678], [-5.10068, 4.23775, -3.52981], [-5.71211, 2.73687, -3.70049], [-6.41544, 2.06100, -2.06555], [-7.97405, 3.52412, -1.32123], [1.55146, 2.14952, -2.28319], [1.79537, 3.96999, -2.12238], [1.88396, 3.08757, -3.81695], [-0.58721, 6.00524, -2.54263], [-1.30436, 6.27192, -4.19250], [-3.37630, 6.30695, -3.00418], [-2.71104, 5.29368, -1.64123], [-3.43671, 3.26870, -2.42550], [-3.10294, 3.56477, -4.22248], [-5.23282, 4.73995, -4.55798], [-5.63608, 4.83392, -2.72792], [-4.81199, 2.05394, -3.93767], [-6.42916, 2.65032, -4.57314], [-5.36781, 2.07207, -1.05881], [-3.91838, -0.64084, -0.31661], [-3.97383, 0.95084, 0.45303], [-5.43803, -1.50849, -0.05994], [-3.57630, -0.48240, -2.04581], [-3.11496, -1.21438, 0.14083], [1.10549, 2.37637, -6.85154], [1.21305, 1.06562, -5.66767], [2.38541, 3.56694, -6.58045], [1.19354, 1.73348, -8.49766], [0.14482, 2.87197, -6.72788], [-9.13849, 5.72748, -5.04357], [-8.75699, 6.45215, -6.61190], [-8.89830, 3.97181, -5.09857], [-8.15886, 6.46078, -3.76812], [-10.18519, 5.92059, -4.82296], [1.59788, -2.15668, -9.05925], [0.79794, -2.20819, -10.63728], [0.71275, -3.13618, -7.88145], [3.27322, -2.70887, -9.19340], [1.60405, -1.12478, -8.71100], [-11.75373, 4.28585, -7.49050], [-11.90707, 5.90316, -6.78814], [-13.21678, 3.33673, -7.19376], [-11.42091, 4.39087, -9.22436], [-10.91617, 3.78299, -7.01086], [-4.24888, -2.31986, 3.93044], [-4.02492, -0.56948, 3.81438], [-5.93924, -2.75180, 3.63447], [-3.18520, -3.15820, 2.79209], [-3.98700, -2.63298, 4.93857], [-1.50448, -6.95083, 1.28434], [-2.81832, -7.37182, 0.17640], [-1.21982, -5.20464, 1.27477], [-1.86633, -7.51451, 2.92104], [-0.59831, -7.44641, 0.94571], [2.78144, 6.09549, -0.11548], [3.02091, 7.84451, -0.24993], [1.08802, 5.67599, -0.41187], [3.84359, 5.23524, -1.23824], [3.03637, 5.79103, 0.89700], [4.86070, 10.12714, 2.13151], [5.88792, 8.77851, 2.63673], [3.93591, 10.75254, 3.50362], [5.83413, 11.41063, 1.40054], [4.15995, 9.76170, 1.38486], [3.28849, 2.36228, 1.87384], [1.76984, 2.71736, 1.03614], [4.29374, 1.27386, 0.90703], [4.16431, 3.85689, 2.23647], [3.05360, 1.86716, 2.81292], [-9.44801, 0.21357, -4.05444], [-9.66786, 0.73926, -2.38020], [-10.40805, 1.21331, -5.16475], [-7.73142, 0.24470, -4.48780], [-9.80140, -0.81131, -4.14110], [-0.23426, -7.72638, -3.17867], [0.76439, -6.31067, -3.53197], [0.34268, -9.13567, -4.07977], [-0.24445, -8.06188, -1.44163], [-1.25386, -7.51332, -3.49233], [7.32915, 3.95239, -0.02663], [6.73728, 5.36779, 0.85443], [7.88674, 2.70867, 1.10085], [6.06997, 3.30700, -1.08933], [8.17202, 4.25994, -0.64158], [2.68383, 4.19430, 6.32893], [4.23730, 4.88586, 6.81185], [1.73509, 5.37401, 5.41468], [2.92774, 2.72198, 5.37819], [2.13060, 3.93309, 7.22846], [-9.56276, -1.56254, 4.91750], [-10.87647, -1.98655, 3.81114], [-9.27464, 0.18245, 4.90236], [-9.92530, -2.11976, 6.55715], [-8.65735, -2.06094, 4.57979], [3.06597, -10.91667, -1.65207], [2.83436, -10.57502, 0.06848], [4.17891, -9.74700, -2.37402], [3.66310, -12.56611, -1.88147], [2.10362, -10.82769, -2.15195], [4.62654, 4.41564, 10.77930], [4.03583, 5.83494, 11.65355], [5.18653, 3.17661, 11.91012], [3.36521, 3.76753, 9.72144], [5.46809, 4.72025, 10.16081], [5.47395, -13.42610, 1.35497], [5.23879, -13.08141, 3.07576], [6.58579, -12.25618, 0.63342], [6.07338, -15.07479, 1.12864], [4.51230, -13.33932, 0.85337], [11.39665, 3.89363, 2.21053], [11.16620, 4.42359, 3.88325], [10.47329, 4.91763, 1.10322], [13.11318, 3.90685, 1.78412], [11.02893, 2.87363, 2.12059], [-1.63755, -10.00082, 6.37823], [-0.08928, -9.29401, 6.86078], [-2.61093, -8.81915, 5.49117], [-1.38064, -11.45233, 5.40080], [-2.17935, -10.28488, 7.27749], [2.99297, -14.53404, 5.58269], [2.38794, -13.13812, 6.48583], [3.57746, -15.78423, 6.68953], [1.73412, -15.18178, 4.52173], [3.82665, -14.20839, 4.96446], [14.02517, 2.86774, 6.14446], [15.59574, 3.58422, 5.75892], [13.65013, 1.55170, 5.02379], [13.99976, 2.28805, 7.81575], [13.26271, 3.63606, 6.03682]],
  "e_homo_ev": -8.12
}

Record 2
{
  "formula": "C29H36ClN6OS4Sc",
  "method": "the ωB97M-V functional and the def2-TZVPD basis",
  "symbols": ["Sc", "C", "C", "S", "C", "C", "S", "C", "C", "S", "C", "C", "S", "H", "H", "H", "H", "H", "H", "H", "H", "H", "H", "H", "H", "H", "H", "H", "H", "Cl", "C", "C", "C", "C", "O", "C", "C", "N", "C", "C", "C", "C", "C", "C", "C", "C", "N", "C", "C", "H", "H", "H", "H", "H", "H", "H", "H", "H", "H", "C", "C", "C", "C", "N", "C", "N", "N", "N", "H", "H", "H", "H", "H", "H", "H", "H", "H", "H"],
  "positions_angstrom": [[-0.91733, -0.14110, -0.76284], [-3.15188, 1.78529, 2.44062], [-1.88531, 2.41317, 3.05875], [-0.55860, 2.98206, 1.97112], [-1.25354, 4.28034, 0.92758], [-0.52305, 4.26338, -0.41487], [-0.86740, 2.87989, -1.53675], [-2.52940, 3.33682, -2.07509], [-3.09966, 2.27765, -3.00281], [-3.24228, 0.58934, -2.33334], [-4.70396, 0.74836, -1.24106], [-4.42385, 0.54010, 0.24273], [-2.96036, 1.49018, 0.67020], [-4.00167, 2.45755, 2.55591], [-3.38685, 0.85750, 2.96116], [-1.36690, 1.66526, 3.66093], [-2.17946, 3.20446, 3.74703], [-1.10786, 5.26241, 1.37957], [-2.32353, 4.13236, 0.79182], [0.55790, 4.26293, -0.26472], [-0.74389, 5.17152, -0.97868], [-2.48114, 4.28363, -2.61535], [-3.17079, 3.46362, -1.20316], [-2.49056, 2.19569, -3.90217], [-4.09585, 2.56067, -3.34485], [-5.44073, 0.03163, -1.59896], [-5.09506, 1.75056, -1.41555], [-4.26178, -0.51476, 0.45527], [-5.28435, 0.88652, 0.81704], [-1.07430, -5.29569, 4.37610], [-1.33513, -4.15509, 3.10602], [-2.52362, -3.42307, 3.06889], [-2.75804, -2.51090, 2.05933], [-1.79201, -2.29786, 1.07644], [-2.02006, -1.43663, 0.07559], [-0.59669, -3.02720, 1.11556], [0.40551, -2.88252, 0.09657], [0.47109, -1.90575, -0.74081], [1.50709, -1.88374, -1.70992], [2.72299, -2.50340, -1.60804], [3.64693, -2.44419, -2.67410], [3.33804, -1.77594, -3.82343], [2.09784, -1.10164, -3.93990], [1.70732, -0.41118, -5.10956], [0.49217, 0.20431, -5.15072], [-0.31845, 0.16970, -4.00340], [0.00159, -0.44634, -2.88512], [1.19754, -1.12569, -2.86220], [-0.38608, -3.97714, 2.12907], [-3.26851, -3.58798, 3.83519], [-3.68953, -1.96563, 2.01668], [1.14760, -3.67986, 0.04230], [2.99300, -3.05040, -0.71413], [4.59787, -2.94857, -2.57835], [4.02949, -1.74875, -4.65451], [2.37418, -0.39152, -5.96246], [0.14503, 0.72614, -6.02996], [-1.27399, 0.66883, -4.02555], [0.52513, -4.56106, 2.14267], [5.03721, -0.67903, 1.14342], [4.31805, -0.72008, 2.48668], [3.51201, -2.00393, 2.64682], [3.46710, 0.52329, 2.72540], [2.35241, 0.61560, 1.76011], [2.32995, 1.05277, 0.49971], [1.13731, 0.80804, 0.00532], [0.45642, 0.22745, 1.00377], [1.15754, 0.10208, 2.05820], [5.75455, -1.49555, 1.07257], [5.58868, 0.25090, 0.99548], [4.33730, -0.80363, 0.30986], [5.07032, -0.67915, 3.28069], [2.73345, -2.07538, 1.87976], [3.02462, -2.06824, 3.61960], [4.15825, -2.87363, 2.53542], [4.03837, 1.44531, 2.62268], [2.98960, 0.51509, 3.70355], [3.16200, 1.50980, -0.00680]],
  "e_homo_ev": -13.17,
  "charge": 2,
  "relative_energy_kj_mol": 0.00
}

Record 3
{
  "formula": "C29H36N3O3RuS3",
  "method": "the ωB97M-V functional and the def2-TZVPD basis",
  "symbols": ["Ru", "O", "S", "C", "C", "C", "C", "S", "O", "C", "C", "C", "C", "C", "C", "C", "C", "C", "C", "C", "C", "H", "H", "H", "H", "H", "H", "H", "H", "H", "H", "H", "H", "H", "H", "H", "H", "H", "H", "C", "N", "C", "C", "C", "C", "C", "C", "C", "C", "H", "H", "H", "H", "H", "H", "H", "H", "H", "H", "H", "H", "C", "N", "C", "C", "N", "C", "S", "H", "H", "H", "H", "H", "H", "O"],
  "positions_angstrom": [[0.21500, 0.17882, -0.02914], [0.37332, 2.21342, 1.10433], [-0.52388, 3.41559, 1.33981], [-2.12773, 2.71187, 1.74960], [-2.03643, 2.00565, 3.09989], [-3.11898, 0.94208, 3.28624], [-3.06573, -0.21619, 2.29923], [-1.62953, -1.31927, 2.32221], [-0.36125, -0.48624, 2.11842], [-1.59638, -1.78241, 4.03530], [-2.24347, -2.96110, 4.37729], [-2.26197, -3.36031, 5.70647], [-1.62365, -2.59207, 6.66845], [-0.96763, -1.41974, 6.31154], [-0.95308, -1.00652, 4.98935], [-0.93311, 4.15847, -0.22024], [-1.56022, 3.45373, -1.24294], [-1.84326, 4.11180, -2.42827], [-1.50822, 5.45240, -2.58441], [-0.88114, 6.14478, -1.55983], [-0.58671, 5.49489, -0.36973], [-2.36165, 2.02490, 0.93581], [-2.84793, 3.53205, 1.74998], [-2.11703, 2.74101, 3.90247], [-1.05308, 1.54121, 3.18298], [-4.10621, 1.40036, 3.17436], [-3.07944, 0.55877, 4.30752], [-3.10564, 0.09488, 1.25420], [-3.89145, -0.91452, 2.46491], [-2.72040, -3.56594, 3.61517], [-2.76259, -4.27728, 5.98550], [-1.63185, -2.90971, 7.70234], [-0.47236, -0.82571, 7.06793], [-0.45361, -0.09050, 4.70089], [-1.80564, 2.40430, -1.12462], [-2.32638, 3.57549, -3.23440], [-1.73652, 5.95781, -3.51348], [-0.61759, 7.18594, -1.68602], [-0.09117, 6.01950, 0.43786], [0.76981, -3.23798, 0.63542], [0.37804, -2.35395, -0.45907], [-0.91132, -2.76130, -1.02434], [1.41237, -2.38207, -1.50240], [1.24938, -1.23835, -2.46376], [1.62871, -1.36071, -3.79504], [1.53113, -0.27882, -4.65725], [1.04075, 0.93170, -4.19111], [0.63797, 1.05393, -2.86720], [0.74380, -0.02596, -1.99817], [0.97932, -4.25181, 0.27081], [-0.03326, -3.30307, 1.36832], [1.66299, -2.84287, 1.12009], [-0.87298, -3.80051, -1.37658], [-1.16803, -2.10962, -1.85669], [-1.68814, -2.66918, -0.26775], [1.39261, -3.34824, -2.02517], [2.38237, -2.30149, -1.00554], [2.00333, -2.31103, -4.15847], [1.83080, -0.38252, -5.69167], [0.96061, 1.77986, -4.85914], [0.24704, 2.00313, -2.52108], [5.23840, 1.46276, 1.64620], [4.08206, 1.10915, 2.45483], [3.96399, 1.26531, 3.82505], [2.74159, 0.81530, 4.17151], [2.13366, 0.38266, 3.01169], [2.95221, 0.56620, 1.96335], [2.69483, 0.18752, 0.31777], [5.92560, 2.03777, 2.25999], [4.91512, 2.05862, 0.79562], [5.73328, 0.56412, 1.28264], [4.75531, 1.68453, 4.41913], [2.26056, 0.76240, 5.13067], [1.19581, 0.00245, 2.90281], [-1.50782, 0.29633, -0.38512]],
  "e_homo_ev": [-10.02, -10.60],
  "s_squared": 6.022,
  "charge": 1,
  "multiplicity": 5,
  "relative_energy_kj_mol": 0.00
}